Density functional theory data (ωB97M-V with the def2-TZVPD basis set) for a structure of composition C24H42BN8PdSi2Te.

Values from the calculation:
Spin multiplicity   2
Kohn-Sham gap (alpha / beta)   3.40 / 3.67 eV
HOMO energy (alpha / beta)   -13.4 / -13.4 eV
Charge   +2

Atoms and positions in Å:
1 Pd -0.189 0.059 -0.342
2 C -3.063 0.890 -2.420
3 C -1.836 1.711 -2.613
4 C -1.663 2.869 -3.375
5 C -0.346 3.231 -3.193
6 N 0.241 2.328 -2.387
7 N -0.674 1.409 -2.034
8 B 1.615 2.370 -1.681
9 N 1.302 2.751 -0.218
10 C 1.539 3.910 0.414
11 C 0.935 3.872 1.651
12 C 0.312 2.624 1.715
13 C -0.505 2.034 2.807
14 N 0.552 1.970 0.578
15 N 2.294 0.973 -1.697
16 C 3.442 0.666 -2.328
17 C 3.869 -0.567 -1.896
18 C 2.911 -0.982 -0.966
19 C 2.896 -2.209 -0.129
20 N 1.975 -0.035 -0.865
21 N 2.612 3.340 -2.277
22 C 2.898 3.660 -3.570
23 C 4.147 4.221 -3.601
24 C 4.580 4.236 -2.246
25 C 5.860 4.719 -1.699
26 N 3.638 3.695 -1.496
27 H -3.925 1.388 -2.854
28 H -2.964 -0.080 -2.910
29 H -3.265 0.730 -1.355
30 H -2.399 3.369 -3.969
31 H 0.193 4.072 -3.576
32 H 2.120 4.686 -0.041
33 H 0.945 4.638 2.399
34 H -0.487 2.679 3.680
35 H -1.547 1.926 2.484
36 H -0.108 1.053 3.086
37 H 3.896 1.306 -3.055
38 H 4.755 -1.080 -2.205
39 H 3.825 -2.761 -0.239
40 H 2.792 -1.926 0.920
41 H 2.077 -2.871 -0.407
42 H 2.226 3.446 -4.375
43 H 4.681 4.603 -4.446
44 H 6.363 5.373 -2.406
45 H 5.720 5.228 -0.748
46 H 6.511 3.862 -1.511
47 C -1.350 -2.877 4.449
48 Si -3.118 -2.199 4.236
49 C -4.406 -3.362 4.997
50 C -3.252 -0.380 4.772
51 C -3.538 -2.163 2.316
52 Te -2.005 -0.996 1.397
53 C -0.794 -2.669 0.865
54 Si -1.234 -3.508 -0.844
55 C -0.101 -5.021 -1.017
56 C -3.086 -3.936 -0.934
57 C -0.686 -2.142 -2.065
58 H -1.077 -2.877 5.498
59 H -0.600 -2.285 3.925
60 H -1.268 -3.908 4.116
61 H -4.255 -3.390 6.071
62 H -4.310 -4.382 4.633
63 H -5.424 -3.028 4.824
64 H -3.060 -0.278 5.834
65 H -4.247 0.018 4.598
66 H -2.541 0.257 4.248
67 H -4.508 -1.704 2.171
68 H -3.532 -3.158 1.887
69 H -0.820 -3.396 1.670
70 H 0.222 -2.263 0.796
71 H -0.214 -5.720 -0.192
72 H 0.952 -4.764 -1.085
73 H -0.351 -5.551 -1.931
74 H -3.343 -4.719 -0.225
75 H -3.334 -4.329 -1.916
76 H -3.747 -3.090 -0.747
77 H 0.407 -2.055 -2.091
78 H -1.135 -1.166 -1.781
79 H -0.997 -2.345 -3.084


Density functional theory data (ωB97M-V with the def2-TZVPD basis set) for a cluster of 2 separate species, C2H10NO in total.

Values from the calculation:
Relative energy (zero: lowest compared OMol25 entry of this formula, charge and spin)   99.54 kJ/mol
Spin multiplicity   2
Kohn-Sham gap (alpha / beta)   4.40 / 11.43 eV
HOMO energy (alpha / beta)   -3.6 / -10.9 eV

Atoms and positions in Å:
1 N -1.614 0.319 -1.559
2 H -1.404 0.585 -2.433
3 H -0.925 -0.222 -0.989
4 H -1.800 1.162 -0.993
5 H -2.538 -0.222 -1.603
6 C 0.551 -0.746 0.909
7 O 0.554 -1.061 -0.539
8 C 1.066 0.576 1.392
9 H -0.476 -0.997 1.237
10 H 1.368 -1.560 1.173
11 H 1.476 -0.839 -0.870
12 H 1.975 0.918 0.821
13 H 0.419 1.452 1.066
14 H 1.348 0.635 2.387


Strongest force on any atom (computed, hartree/bohr): 0.044; 0.116
Calculated total energy (computed, a.u.): -2376.99983; -212.03233